93
Properties=species:S:1:pos:R:3:forces:R:3 method="wB97M-V/def2-TZVPD" spin_multiplicity=2 homo_ev="-15.90 / -15.95" e_lumo_ev="-10.000 / -9.764" orbital_gap_ev="5.8962 / 6.1867" charge=+3 s2=0.77 mol_weight_da=704.5
H 0.318 2.808 3.255 -0.09 -0.48 -0.29
C 1.712 -3.711 0.457 0.07 -0.08 -0.12
C 1.563 -3.842 -1.961 -0.10 0.00 0.20
H 0.036 5.567 -2.387 -0.20 -1.09 -0.18
H -1.064 4.525 -3.466 0.49 0.10 -0.05
H 6.800 -0.650 2.791 -0.38 0.05 -0.54
H -0.570 -1.130 3.247 -0.23 0.12 -0.23
H 0.330 0.881 -4.615 -0.37 -0.07 0.10
H 4.002 -3.282 0.880 0.19 0.73 0.05
C -0.081 4.646 -2.993 0.27 0.15 -0.59
H 2.765 -0.559 2.212 -0.11 0.15 0.41
H 0.712 -5.669 -2.739 0.16 0.03 0.02
H -0.691 -2.822 -0.614 0.00 0.09 0.35
C 6.046 -0.804 2.003 0.21 -0.27 0.57
P -0.789 -0.225 -2.753 -0.39 -0.31 -0.65
As 2.348 -1.187 -0.939 2.90 -2.62 -0.34
C 1.822 -3.098 -0.806 -0.28 0.22 0.42
C 0.359 4.124 -0.096 -1.05 -0.09 -1.00
C 4.754 -1.673 -4.987 -0.14 0.01 0.18
Ti 0.583 0.731 -0.901 -1.58 2.73 0.65
H 1.797 -3.427 -2.936 -0.17 -0.05 0.09
C 5.148 -2.423 -3.868 -0.30 0.20 0.21
H 3.508 2.338 1.198 -0.25 0.26 0.34
C 3.998 -1.203 0.158 -0.17 0.23 0.58
C -0.793 3.300 -0.129 -0.65 2.26 0.47
H 1.315 3.710 -0.417 -0.40 0.18 -0.31
C 5.717 0.214 1.110 -0.19 -0.22 -0.24
C 4.702 0.004 0.162 0.08 -0.03 0.73
H 4.454 0.785 -0.554 -0.01 0.03 0.13
H 1.440 -5.571 1.516 -0.35 0.25 -0.61
H -1.387 -1.991 -4.163 0.26 -0.24 0.01
C -1.670 -2.600 -0.171 -0.05 -0.22 -0.38
O -0.756 2.034 -0.566 2.22 -2.26 -0.65
H -0.710 -2.681 -2.656 0.01 0.36 -0.34
H -2.005 -3.514 0.348 0.21 0.49 0.28
P 1.350 1.316 1.574 0.40 0.90 1.01
H 5.684 -2.892 2.587 0.09 0.61 -0.40
H -2.986 5.503 1.179 0.07 0.16 -0.11
C 0.897 -5.725 -0.600 0.16 -0.06 0.28
C -0.499 -1.762 2.357 0.53 0.00 0.14
C 3.427 -1.322 -2.567 -0.40 0.68 -0.61
C -0.936 5.997 0.691 0.11 0.21 -0.60
H 0.548 -1.741 2.033 -0.31 -0.04 -0.03
C 3.130 -0.474 -3.643 0.16 -0.72 -0.07
H -2.852 0.927 -2.336 0.03 -0.45 -0.01
H -2.936 3.197 0.186 0.38 0.55 0.07
H -1.405 0.565 -4.937 0.17 0.10 0.08
H 2.406 0.337 -3.532 0.00 -0.19 -0.11
C -2.048 3.847 0.230 1.06 -0.18 0.26
C 2.174 0.192 2.758 0.14 -0.19 -0.07
H -3.870 -0.410 0.913 0.21 -0.15 0.36
H -0.908 1.938 -3.894 0.00 -0.41 0.04
H -0.398 1.159 3.206 -0.07 0.22 0.13
H 1.061 6.119 -0.286 -0.28 0.11 0.81
C 4.431 -2.272 0.960 -0.32 0.00 0.18
H 5.230 -1.858 -5.952 -0.13 0.16 0.32
H -0.849 -0.031 0.337 -1.72 -1.36 1.32
H 2.206 3.592 1.176 0.37 -0.49 0.42
H 1.042 3.158 -4.125 -0.54 0.14 0.73
H 1.441 -0.275 3.428 0.43 0.12 -0.18
H 1.908 3.997 -2.748 0.00 0.21 -0.15
C -2.580 -0.143 -2.359 -0.06 0.53 -0.06
H 1.987 -3.173 1.374 -0.16 -0.27 -0.49
H 2.854 0.835 3.338 -0.22 -0.49 -0.04
C 4.466 -2.257 -2.653 0.01 -0.07 -0.18
C 5.428 -2.055 1.917 -0.07 -0.14 -0.33
H 0.479 -6.725 -0.491 0.23 0.17 -0.18
H -3.140 -0.176 2.540 -0.05 -0.20 -0.42
C -3.243 -0.879 1.692 0.10 1.04 -0.25
C -0.581 -1.905 -3.423 -0.24 -0.06 -0.23
C 1.351 -5.060 0.543 -0.08 0.32 0.30
H -2.861 -0.585 -1.397 0.08 0.15 -0.38
H 0.388 -2.067 -3.911 -0.24 0.26 0.09
H 4.748 -2.852 -1.777 -0.13 0.17 -0.42
P -1.563 -1.194 1.000 -0.33 -1.61 0.34
H -0.705 -2.793 2.699 -0.30 0.39 -0.53
H 5.976 -3.142 -3.933 -0.48 0.36 -0.01
C -0.033 1.991 2.598 -0.08 -0.18 -0.19
H -0.851 2.373 1.979 0.19 -0.04 0.27
H 6.234 1.171 1.173 -0.08 -0.23 -0.15
C 2.573 2.682 1.671 0.13 0.27 -0.39
H 2.721 2.898 2.744 0.07 -0.12 -0.49
H -2.373 -2.491 -1.008 0.12 0.36 0.48
H -3.781 -1.776 2.073 0.86 0.16 -0.45
C 1.022 -5.127 -1.853 0.06 0.16 0.27
H 3.465 -0.098 -5.739 0.24 -0.17 0.29
C -2.059 5.147 0.743 -0.10 0.13 0.15
H -0.938 7.050 1.047 -0.39 -0.93 -0.40
C 3.758 -0.693 -4.870 0.22 0.01 -0.13
C 0.961 3.840 -3.260 0.08 0.40 -0.30
H -3.134 -0.640 -3.170 0.09 0.16 0.29
C -0.682 0.901 -4.182 0.13 -0.02 -0.26
C 0.226 5.511 0.077 0.25 -1.04 0.74

---

18
Properties=species:S:1:pos:R:3:forces:R:3 method="wB97M-V/def2-TZVPD" spin_multiplicity=1 homo_ev=-4.93 e_lumo_ev=3.129 orbital_gap_ev=8.0605 charge=-1 mol_weight_da=193.1
H -0.514 -0.598 2.072 -1.89 -1.10 0.16
N 1.659 -0.179 -0.475 0.54 -0.44 -2.37
O 2.166 -0.795 -1.465 -0.33 0.79 1.22
C 0.335 -0.227 1.613 4.14 -3.45 2.26
O -3.713 0.538 -1.583 -0.82 0.36 -0.23
H 0.285 0.727 1.438 -0.75 5.46 -1.24
O -0.008 -2.872 1.147 -1.11 0.33 2.14
H 1.109 -0.244 2.473 -0.90 -0.15 -0.88
C 0.936 -0.900 0.446 -1.21 -0.78 0.39
O 1.748 1.079 -0.428 -0.28 -1.19 0.98
H -0.054 -1.002 -1.984 -0.51 0.50 -0.52
N -2.667 0.990 -1.191 1.09 -2.06 0.84
H -1.438 -1.445 -0.988 -1.38 -1.56 1.47
N -1.505 0.417 -1.749 0.16 3.92 -1.54
N 0.610 -2.276 0.290 1.81 -0.26 -2.53
C -1.040 -0.707 -1.589 1.58 -1.21 0.23
O 0.929 -2.923 -0.732 0.11 0.81 0.00
O -2.480 1.869 -0.384 -0.26 0.04 -0.39

---

20
Properties=species:S:1:pos:R:3:forces:R:3 method="wB97M-V/def2-TZVPD" spin_multiplicity=1 homo_ev=-7.79 e_lumo_ev=-0.179 orbital_gap_ev=7.6158 mol_weight_da=228.5
H 2.615 -1.498 1.329 0.03 -0.01 0.09
O -1.189 -1.421 1.000 -0.62 -0.30 0.30
H -2.208 -0.465 -2.259 0.15 -0.13 0.04
H 1.442 3.137 -0.664 0.05 0.12 0.04
C -1.192 -0.686 -2.661 -0.53 0.23 0.16
C 2.070 -0.965 2.128 -0.08 -0.08 -0.26
H -1.179 -1.763 -2.898 -0.02 0.06 -0.10
H 2.801 -0.713 2.909 -0.02 -0.12 0.05
H 1.370 -1.710 2.559 0.07 0.04 0.07
H 1.992 1.906 -1.387 -0.03 -0.16 -0.15
H -1.633 -2.084 0.466 0.02 -0.10 -0.19
O 1.441 2.178 -0.648 0.03 0.34 -0.05
H -1.478 2.636 0.452 0.06 0.15 -0.04
Cd 0.080 0.319 0.125 1.51 -0.94 -0.35
H -1.067 -1.801 1.872 0.16 -0.03 0.15
H -2.409 1.518 0.940 -0.09 -0.17 0.10
H -1.165 -0.125 -3.612 0.14 -0.17 -0.02
O -1.579 1.682 0.488 -0.94 0.87 0.19
O 1.450 0.188 1.680 -0.26 0.29 0.07
O -0.163 -0.333 -1.821 0.38 0.09 -0.08

---

18
Properties=species:S:1:pos:R:3:forces:R:3 method="wB97M-V/def2-TZVPD" spin_multiplicity=1 homo_ev=-9.50 e_lumo_ev=1.125 orbital_gap_ev=10.6269 mol_weight_da=101.1
O -2.173 1.711 0.292 0.21 0.17 -0.04
C 1.045 -0.542 -0.346 0.05 -0.10 -0.18
H 2.085 0.196 1.490 -0.11 -0.11 -0.08
C 1.861 0.233 -1.348 0.02 0.03 0.00
N 0.151 0.196 0.533 -0.09 0.01 -0.02
H -2.050 0.137 -1.063 -0.01 0.07 0.15
C -1.148 -0.402 0.822 -0.09 -0.03 0.08
C -2.208 0.332 0.012 -0.06 -0.40 -0.06
H 0.665 -1.504 -0.701 0.04 0.15 0.07
H -3.207 -0.033 0.274 0.14 0.03 -0.04
C 1.307 -0.464 1.112 0.16 -0.06 0.18
H 1.291 0.418 -2.265 0.06 -0.02 0.13
H -1.170 -1.486 0.611 0.01 0.16 0.01
H -1.230 1.937 0.306 -0.15 0.06 0.02
H 2.158 1.199 -0.929 -0.05 -0.14 -0.04
H 2.767 -0.322 -1.615 -0.13 0.08 0.03
H -1.354 -0.258 1.889 0.01 -0.01 -0.12
H 1.129 -1.357 1.712 0.00 0.13 -0.10

---

15
Properties=species:S:1:pos:R:3:forces:R:3 method="wB97M-V/def2-TZVPD" spin_multiplicity=1 homo_ev=-9.57 e_lumo_ev=-0.102 orbital_gap_ev=9.4647 mol_weight_da=168.5
N -0.962 -0.707 -0.068 0.56 0.73 0.60
Cl 0.642 2.864 -0.210 0.02 -0.66 0.04
O 0.935 -0.162 2.194 -0.06 0.47 -0.08
C 1.592 0.290 -0.422 1.06 0.82 -2.11
O -0.881 -1.834 0.724 -1.11 -0.05 1.54
N 0.794 0.979 1.791 1.75 0.24 -1.73
H -0.442 -2.585 0.319 0.37 0.38 -1.11
H 1.785 0.321 -1.542 -0.31 0.48 1.80
O 0.546 1.955 2.429 -0.64 0.48 1.25
H -1.545 1.251 0.137 -0.23 1.75 -1.22
C -1.449 0.325 0.562 0.43 -3.03 0.30
O -0.324 -0.709 -1.104 -0.27 -0.81 -1.96
H 2.103 -0.500 0.075 -0.36 -0.81 0.45
C 1.064 1.267 0.298 -0.20 -0.27 0.89
H -1.525 0.069 1.573 -1.02 0.28 1.35

---

15
Properties=species:S:1:pos:R:3:forces:R:3 method="wB97M-V/def2-TZVPD" spin_multiplicity=1 homo_ev=-8.31 e_lumo_ev=0.935 orbital_gap_ev=9.2474 mol_weight_da=96.1
H -2.009 0.036 -1.201 0.13 0.04 0.09
H -2.528 0.091 1.224 0.12 -0.07 -0.04
H 0.851 -1.170 0.319 0.03 0.14 -0.10
H -1.495 1.521 -0.432 0.02 -0.14 0.02
C 0.137 0.304 -1.019 0.19 -0.08 0.07
C -1.530 -0.188 0.872 -0.06 -0.05 -0.02
H -1.509 -1.282 0.807 0.03 0.14 0.02
H 3.039 -0.806 -0.142 -0.05 0.00 -0.12
N 2.418 -0.521 -0.887 0.07 0.11 0.05
C 1.082 -0.474 -0.486 -0.29 0.08 -0.02
H 0.403 0.960 -1.848 0.00 -0.05 0.13
N 0.229 0.512 2.691 -0.80 -0.24 -0.71
C -0.556 0.218 1.895 0.64 0.25 0.68
H 2.738 0.351 -1.290 0.00 -0.18 -0.05
C -1.269 0.450 -0.502 -0.03 0.04 0.00

---

Calculated energy above the lowest of the compared OMol25 structures with the same formula, charge and spin in order - 6.05; 8.97; 0.00; 44.94; 80.51; 19.95 kcal per mole
Calculated maximum force in order - 0.076; 0.114; 0.035; 0.008; 0.060; 0.021 hartree/bohr